Formula: C4H10N4
Source: the OMol25 dataset
Level of theory: ωB97M-V with the def2-TZVPD basis set

The geometry in XYZ format:
```
18
Properties=species:S:1:pos:R:3:nbo_charge:R:1
N 1.231 -1.261 1.708 -0.74
N 2.306 1.419 1.068 -0.83
N -0.544 -1.349 0.060 -0.60
N -1.102 0.843 -0.191 -0.73
C 1.678 0.849 -0.087 -0.48
C -2.396 -0.894 -1.428 -0.67
C -1.351 -0.403 -0.471 0.47
C 0.466 -1.040 0.773 0.69
H 1.755 2.179 1.452 0.35
H -3.096 -1.546 -0.902 0.24
H -1.667 1.520 -0.693 0.37
H 2.407 0.707 1.786 0.37
H -1.927 -1.487 -2.217 0.24
H -2.949 -0.070 -1.878 0.22
H 1.623 1.592 -0.890 0.20
H 0.348 0.830 -0.034 0.29
H 2.272 0.028 -0.480 0.20
H 0.946 -1.916 2.426 0.41
```

The molecular weight is 114.15 g mol⁻¹. The gap between HOMO and LUMO is 8.45 eV. Its HOMO energy is -7.804 eV. The relative energy (zero: lowest compared OMol25 entry of this formula, charge and spin) is 301.2 kJ/mol. The SMILES is [H]/N=C(\C)N=C=N.CN. Its total energy is -10267.72944 eV.

---

Formula: C4H10N4
Source: the OMol25 dataset
Level of theory: ωB97M-V with the def2-TZVPD basis set

The geometry in XYZ format:
```
18
Properties=species:S:1:pos:R:3:nbo_charge:R:1
N -2.902 0.318 0.055 -0.67
N -1.800 -0.421 0.539 -0.46
N -0.139 -1.967 -0.002 -0.83
N -0.783 -0.244 -1.514 -0.83
C -0.851 -0.850 -0.401 0.58
C 2.037 0.511 0.285 0.05
C 1.513 1.829 0.587 -0.70
C 2.693 -0.415 -0.137 -0.31
H 0.131 -0.201 -1.946 0.36
H 0.799 -1.997 -0.381 0.40
H 3.319 -1.210 -0.435 0.24
H 1.479 1.971 1.668 0.24
H -3.065 0.154 -0.939 0.37
H -2.124 -1.161 1.153 0.36
H 2.157 2.594 0.155 0.24
H -0.113 -2.169 0.986 0.37
H 0.519 1.930 0.150 0.25
H -2.871 1.327 0.177 0.35
```

The molecular weight is 114.15 g mol⁻¹. The gap between HOMO and LUMO is 9.80 eV. Its HOMO energy is -8.883 eV. The relative energy (zero: lowest compared OMol25 entry of this formula, charge and spin) is 299.0 kJ/mol. The SMILES is [H]/N=C(\N)NN.C#CC. Its total energy is -10267.75214 eV.

---

Formula: C4H10N4
Source: the OMol25 dataset
Level of theory: ωB97M-V with the def2-TZVPD basis set

The geometry in XYZ format:
```
18
Properties=species:S:1:pos:R:3:nbo_charge:R:1
N 0.733 1.934 -0.413 -0.71
N -0.249 1.020 0.023 -0.40
N -2.841 0.515 0.423 -0.61
N -2.695 -0.664 -0.154 -0.13
C -0.250 -0.301 -0.230 0.27
C 1.046 -0.932 -0.509 -0.48
C -1.496 -1.008 -0.495 -0.14
C 2.023 -0.809 0.686 -0.58
H 1.533 -0.945 1.646 0.21
H 1.506 -0.374 -1.295 0.24
H 2.378 0.287 0.650 0.21
H 1.125 2.557 0.267 0.36
H -1.406 -2.075 -0.628 0.20
H -1.966 1.111 0.456 0.41
H 0.345 2.507 -1.148 0.36
H 2.840 -1.416 0.580 0.21
H 1.008 -1.957 -0.872 0.21
H -3.635 0.551 1.013 0.38
```

The molecular weight is 114.15 g mol⁻¹. The gap between HOMO and LUMO is 8.31 eV. Its HOMO energy is -8.027 eV. The relative energy (zero: lowest compared OMol25 entry of this formula, charge and spin) is 362.5 kJ/mol. The SMILES is CCC(/C=N\N)=N\N. Its total energy is -10267.09385 eV.

---

Formula: C4H10N4
Source: the OMol25 dataset
Level of theory: ωB97M-V with the def2-TZVPD basis set

The geometry in XYZ format:
```
18
Properties=species:S:1:pos:R:3:nbo_charge:R:1
N 1.746 0.520 0.123 -0.12
N 0.494 0.922 0.006 -0.23
N -1.498 0.258 -1.245 -0.69
N 4.052 -0.227 -0.203 -0.74
C 2.857 0.153 -0.091 0.71
C -0.656 1.529 0.792 -0.18
C -0.918 -1.086 0.779 -0.67
C -0.754 0.227 0.072 0.25
H -0.999 2.451 0.341 0.25
H -0.600 1.542 1.873 0.27
H -0.646 -1.924 0.136 0.25
H 4.513 -0.764 0.527 0.47
H 4.637 0.073 -0.981 0.48
H -2.189 1.024 -1.274 0.47
H -0.853 0.401 -2.038 0.47
H -2.015 -0.624 -1.395 0.47
H -0.290 -1.129 1.666 0.27
H -1.947 -1.225 1.110 0.27
```

The molecular weight is 114.15 g mol⁻¹. The gap between HOMO and LUMO is 11.39 eV. Its HOMO energy is -18.731 eV. The relative energy (zero: lowest compared OMol25 entry of this formula, charge and spin) is 310.8 kJ/mol. The SMILES is C[C@@]1([NH3+])CN1N=C=[NH2+]. Its total energy is -10250.11917 eV. As for the net charge: +2.

---

Formula: C4H10N4O
Source: the OMol25 dataset
Level of theory: ωB97M-V with the def2-TZVPD basis set

The geometry in XYZ format:
```
19
Properties=species:S:1:pos:R:3:nbo_charge:R:1
O 0.333 2.346 -0.213 -0.62
N -0.182 0.316 0.439 -0.32
N 2.091 0.958 0.267 -0.68
N 0.307 -0.952 1.021 -0.64
N 1.983 -1.321 -0.632 -0.71
C -1.692 0.501 0.173 -0.23
C 0.679 1.239 -0.023 0.74
C -2.489 -0.596 -0.532 -0.60
C 2.704 -0.315 -0.283 0.30
H 0.529 -0.479 1.906 0.36
H -1.996 1.386 -0.453 0.24
H 3.706 -0.612 0.055 0.19
H -2.860 -1.440 0.327 0.21
H 1.162 -1.256 0.475 0.36
H -2.011 -0.906 -1.374 0.20
H -3.433 -0.021 -0.923 0.21
H 1.060 -1.104 -1.112 0.37
H -2.380 0.421 1.193 0.20
H 2.490 1.835 -0.310 0.42
```

The molecular weight is 130.15 g mol⁻¹. The gap between HOMO and LUMO is 9.73 eV. Its HOMO energy is -9.387 eV. The relative energy (zero: lowest compared OMol25 entry of this formula, charge and spin) is 509.0 kJ/mol. The SMILES is [H]/N=C\NC(=O)N(N)CC. Its total energy is -12313.25922 eV.

---

Formula: C4H10N4O
Source: the OMol25 dataset
Level of theory: ωB97M-V with the def2-TZVPD basis set

The geometry in XYZ format:
```
19
Properties=species:S:1:pos:R:3:nbo_charge:R:1
O 0.656 -1.080 1.573 -0.53
N -2.459 1.372 -0.736 -0.82
N 2.596 -1.321 -0.632 -0.80
N -2.684 -0.749 0.371 -0.84
N -0.536 0.318 0.073 -0.64
C 2.115 -0.028 -0.536 -0.06
C 2.673 0.975 0.149 -0.47
C -1.964 0.510 0.298 0.27
C 0.224 -0.367 0.753 0.89
H 3.504 0.800 0.818 0.19
H -2.398 -1.298 1.174 0.36
H -3.456 1.502 -0.632 0.37
H 3.184 -1.598 0.143 0.38
H -2.533 -1.300 -0.468 0.36
H -2.103 1.020 1.261 0.17
H -2.270 0.976 -1.651 0.36
H 1.251 0.321 -1.189 0.24
H 2.292 1.977 0.064 0.21
H 1.908 -2.029 -0.832 0.38
```

The molecular weight is 130.15 g mol⁻¹. The gap between HOMO and LUMO is 9.20 eV. Its HOMO energy is -8.459 eV. The relative energy (zero: lowest compared OMol25 entry of this formula, charge and spin) is 178.7 kJ/mol. The SMILES is NC(N)N=C=O.C=CN. Its total energy is -12316.68310 eV.

---

Formula: C4H10N4O
Source: the OMol25 dataset
Level of theory: ωB97M-V with the def2-TZVPD basis set

The geometry in XYZ format:
```
19
Properties=species:S:1:pos:R:3:nbo_charge:R:1
O -1.796 -0.753 -0.588 -0.71
N -0.779 2.451 1.280 -0.81
N 1.496 -1.388 0.886 -0.82
N 0.600 1.800 -0.378 -0.87
N -0.151 0.257 1.356 -0.57
C -0.440 -1.070 -0.528 0.19
C 0.036 -1.910 -1.668 -0.66
C 0.309 -0.765 0.578 0.21
C -0.112 1.408 0.725 0.61
H 1.469 2.257 -0.129 0.39
H -1.962 -0.131 0.146 0.48
H 1.748 -1.201 1.851 0.38
H -1.353 2.173 2.068 0.39
H 1.124 -1.865 -1.775 0.22
H -0.394 -1.538 -2.605 0.22
H 1.489 -2.377 0.667 0.38
H -0.261 -2.956 -1.545 0.20
H 0.144 2.474 -0.985 0.37
H -1.167 3.133 0.643 0.38
```

The molecular weight is 130.15 g mol⁻¹. The gap between HOMO and LUMO is 7.01 eV. Its HOMO energy is -6.370 eV. The relative energy (zero: lowest compared OMol25 entry of this formula, charge and spin) is 158.0 kJ/mol. The SMILES is C/C(O)=C(\N)N=C(N)N. Its total energy is -12316.89752 eV.

---

Formula: C4H10N4O
Source: the OMol25 dataset
Level of theory: ωB97M-V with the def2-TZVPD basis set

The geometry in XYZ format:
```
19
Properties=species:S:1:pos:R:3:nbo_charge:R:1
O -0.428 -1.933 -0.567 -0.59
N 0.189 0.104 -0.202 -0.31
N 1.635 0.390 1.554 -0.20
N -1.411 -0.283 -1.812 -0.65
N 0.748 -0.271 1.083 0.03
C 0.662 1.250 -0.899 -0.42
C -0.535 -0.782 -0.806 0.77
C -2.267 0.936 -1.609 -0.43
C 1.679 0.032 3.127 -0.49
H -1.775 -0.881 -2.428 0.39
H -2.915 1.040 -2.350 0.21
H 2.852 0.430 3.919 0.22
H -2.873 0.663 -0.688 0.18
H -1.793 1.793 -1.054 0.21
H 0.480 1.232 -1.864 0.22
H 1.466 -1.180 3.238 0.23
H 0.724 0.701 3.685 0.23
H 1.681 1.308 -0.649 0.22
H 0.215 2.167 -0.521 0.19
```

The molecular weight is 130.15 g mol⁻¹. The gap between HOMO and LUMO is 10.02 eV. Its HOMO energy is -9.249 eV. The relative energy (zero: lowest compared OMol25 entry of this formula, charge and spin) is 606.1 kJ/mol. Its total energy is -12312.25360 eV.

---

Formula: C4H10N4O
Source: the OMol25 dataset
Level of theory: ωB97M-V with the def2-TZVPD basis set

The geometry in XYZ format:
```
19
Properties=species:S:1:pos:R:3:nbo_charge:R:1
O 3.028 0.615 1.205 -0.69
N -1.173 -0.539 -0.576 -0.49
N -0.215 0.223 0.218 -0.18
N 2.741 0.043 -2.072 -0.28
N -0.959 1.059 1.048 -0.65
C 0.699 -0.715 0.965 -0.25
C 2.469 -0.121 -0.951 0.23
C 2.404 -0.417 0.416 -0.01
C -1.875 0.321 -1.588 -0.43
H 2.308 1.302 1.380 0.47
H -1.107 0.734 -2.255 0.19
H -1.502 0.546 1.788 0.32
H 3.013 -1.327 0.611 0.22
H 0.504 -0.583 2.087 0.22
H -0.254 1.593 1.549 0.34
H 0.740 -1.751 0.538 0.21
H -0.629 -1.285 -1.025 0.35
H -2.260 1.146 -1.079 0.21
H -2.746 -0.296 -2.091 0.21
```

The molecular weight is 130.15 g mol⁻¹. The gap between HOMO and LUMO is 8.87 eV. Its HOMO energy is -8.307 eV. The relative energy (zero: lowest compared OMol25 entry of this formula, charge and spin) is 476.5 kJ/mol. The SMILES is CNN(N)C[C@H](O)C#N. Its total energy is -12313.59698 eV.

---

Formula: C4H10N4O
Source: the OMol25 dataset
Level of theory: ωB97M-V with the def2-TZVPD basis set

The geometry in XYZ format:
```
19
Properties=species:S:1:pos:R:3:nbo_charge:R:1
O 1.066 1.951 0.041 -0.55
N 1.385 0.655 -0.198 -0.16
N -0.926 0.303 -0.078 -0.53
N 0.600 -1.555 0.029 -0.73
N 3.225 -0.811 0.036 -0.64
C 0.424 -0.262 -0.088 0.56
C -1.734 -0.002 -1.211 -0.40
C 2.735 0.368 -0.118 0.22
C -1.550 0.051 1.207 -0.42
H -0.355 -1.862 -0.081 0.34
H -0.879 0.389 2.041 0.22
H -1.699 -1.062 1.345 0.18
H -2.803 0.334 -0.957 0.22
H 2.457 -1.531 0.156 0.39
H -2.542 0.589 1.271 0.21
H 0.030 2.023 0.166 0.51
H -1.237 0.397 -2.131 0.22
H 3.451 1.220 -0.158 0.20
H -1.651 -1.195 -1.273 0.16
```

The molecular weight is 130.15 g mol⁻¹. The gap between HOMO and LUMO is 9.35 eV. Its HOMO energy is -8.807 eV. The relative energy (zero: lowest compared OMol25 entry of this formula, charge and spin) is 383.0 kJ/mol. The SMILES is [H]/N=C\N(O)/C(=N/[H])N(C)C. Its total energy is -12314.56557 eV.

---

Formula: C4H10N8O3
Source: the OMol25 dataset
Level of theory: ωB97M-V with the def2-TZVPD basis set

The geometry in XYZ format:
```
25
Properties=species:S:1:pos:R:3:nbo_charge:R:1
O -1.508 -1.258 -6.148 -0.11
O 5.492 1.855 6.401 -0.05
O -1.981 2.596 -5.226 -0.41
N -4.654 -1.167 -4.719 -0.74
N -1.644 -2.573 -5.883 0.02
N 5.662 0.625 6.072 0.06
N -1.619 2.140 -4.058 0.31
N -1.799 0.935 -3.859 -0.44
N 4.522 1.893 7.427 -0.23
N 2.920 0.372 8.318 -0.71
N -2.588 -0.608 -5.687 -0.28
C 3.926 0.707 7.543 0.42
C 4.720 -0.061 6.595 -0.09
C -3.442 -1.488 -5.162 0.37
C -2.792 -2.762 -5.308 -0.11
H -4.960 -0.285 -4.732 0.40
H -2.490 1.928 -5.746 0.48
H 4.565 -1.221 6.434 0.28
H 2.618 -0.541 8.275 0.43
H -2.175 0.360 -4.887 0.37
H -5.350 -1.911 -4.519 0.44
H 4.369 2.703 7.980 0.45
H 2.477 0.940 9.040 0.45
H -3.044 -3.810 -5.070 0.27
H -1.226 0.633 -3.081 0.43
```

The molecular weight is 218.18 g mol⁻¹. The gap between HOMO and LUMO is 9.37 eV. Its HOMO energy is -15.331 eV. The relative energy (zero: lowest compared OMol25 entry of this formula, charge and spin) is 15.9 kJ/mol. Its total energy is -22349.71083 eV. As for the net charge: +2.

---

Formula: C4H10NO
Source: the OMol25 dataset
Level of theory: ωB97M-V with the def2-TZVPD basis set

The geometry in XYZ format:
```
16
Properties=species:S:1:pos:R:3:nbo_charge:R:1
O -3.845 0.047 -0.089 -0.93
N 2.742 0.441 -0.677 -0.60
C -2.573 -0.037 -0.418 -0.15
C 1.922 0.293 0.712 -0.34
C 0.786 -0.683 1.298 -0.62
C 1.474 0.149 -1.045 0.08
H 1.646 1.371 0.892 0.20
H 0.881 0.987 -1.414 0.16
H -2.341 -0.160 -1.598 0.04
H 0.380 -0.202 2.258 0.23
H 1.280 -1.681 1.483 0.19
H 1.132 -0.845 -1.362 0.16
H -2.036 -1.009 0.003 0.02
H 2.777 -0.059 1.340 0.27
H -0.027 -0.887 0.537 0.24
H -1.784 0.694 0.028 0.05
```

The molecular weight is 88.13 g mol⁻¹. The gap between HOMO and LUMO is 5.34 eV. Its HOMO energy is -2.222 eV. The relative energy (zero: lowest compared OMol25 entry of this formula, charge and spin) is 558.8 kJ/mol. Its total energy is -7841.74446 eV. As for the net charge: -1.